Formula: C9H37BaN11O9
Source: the Open Molecules 2025 dataset
Level of theory: ωB97M-V/def2-TZVPD

Each line ends with the Mulliken charge.
Positions of all 67 atoms, in Å:
Ba  16.03  -27.34  -17.51  1.734
C  17.81  -24.07  -16.71  0.528
O  17.89  -25.30  -16.77  -0.492
N  17.48  -23.31  -17.79  -0.294
N  18.02  -23.39  -15.55  -0.409
H  17.41  -22.32  -17.67  0.153
H  17.17  -23.73  -18.64  0.220
H  18.10  -23.87  -14.67  0.185
H  17.95  -22.39  -15.49  0.167
C  18.44  -29.77  -15.92  0.328
O  17.49  -29.46  -16.65  -0.430
N  18.59  -29.25  -14.68  -0.355
N  19.40  -30.65  -16.32  -0.420
H  17.88  -28.60  -14.38  0.206
H  19.27  -29.60  -14.03  0.161
H  19.35  -30.98  -17.26  0.213
H  20.26  -30.73  -15.81  0.195
C  13.47  -24.61  -16.39  0.464
O  14.27  -25.32  -17.01  -0.360
N  12.17  -24.51  -16.73  -0.343
N  13.88  -23.83  -15.35  -0.398
H  11.45  -24.03  -16.22  0.183
H  11.84  -25.01  -17.55  0.186
H  14.85  -23.90  -15.12  0.159
H  13.28  -23.20  -14.84  0.186
C  16.12  -26.52  -13.71  0.476
O  16.53  -27.08  -14.73  -0.457
N  14.80  -26.51  -13.35  -0.345
N  16.98  -25.85  -12.89  -0.449
H  14.25  -27.13  -13.91  0.157
H  14.50  -26.28  -12.42  0.220
H  17.96  -25.96  -13.10  0.275
H  16.67  -25.43  -12.03  0.164
C  12.67  -27.16  -19.18  0.402
O  13.90  -27.30  -19.20  -0.535
N  12.08  -26.11  -19.82  -0.432
N  11.84  -28.01  -18.55  -0.303
H  12.68  -25.39  -20.18  0.218
H  11.13  -26.18  -20.15  0.189
H  10.84  -27.88  -18.55  0.185
H  12.21  -28.82  -18.09  0.132
C  14.44  -30.57  -20.60  -1.277
C  15.94  -30.60  -20.30  0.130
C  16.76  -30.00  -21.42  -0.548
O  16.60  -30.77  -22.56  -0.365
C  17.19  -30.18  -23.71  -0.745
N  16.20  -29.85  -19.04  0.130
H  13.89  -30.81  -19.68  0.358
H  14.16  -31.31  -21.34  0.421
H  14.15  -29.55  -20.88  0.139
H  16.22  -31.66  -20.21  0.319
H  17.82  -29.98  -21.10  0.433
H  16.43  -28.95  -21.56  0.228
H  18.27  -30.05  -23.56  0.302
H  16.75  -29.19  -23.89  0.309
H  17.04  -30.86  -24.54  0.262
H  15.77  -30.41  -18.31  0.126
H  17.19  -29.99  -18.83  -0.010
O  18.60  -27.38  -18.62  -0.401
H  19.31  -27.06  -18.05  0.208
H  19.01  -27.57  -19.47  0.227
O  16.32  -25.60  -19.54  -0.298
H  15.48  -25.22  -19.81  0.198
H  16.89  -25.53  -20.31  0.214
O  14.41  -29.23  -16.41  -0.420
H  14.25  -29.37  -15.47  0.214
H  13.76  -29.77  -16.86  0.183

As for the total energy: -45443.8168 eV. As for the total charge: +2. The LUMO energy comes out at -0.171 hartree. As for the molar mass: 580.79 g mol⁻¹.

Formula: C9H39F5InO15S
Source: the Open Molecules 2025 dataset
Level of theory: ωB97M-V/def2-TZVPD

Each line ends with the Mulliken charge.
Positions of all 70 atoms, in Å:
C  -1.63  0.66  0.83  -0.807
In  0.47  0.12  0.16  0.837
S  1.26  -2.13  0.90  -0.515
C  1.84  1.84  0.85  0.170
F  1.48  2.34  2.20  -0.252
F  3.26  1.41  0.79  -0.268
C  1.68  3.00  -0.34  0.149
C  1.13  4.53  -0.08  -0.487
C  1.01  5.50  -1.44  -0.385
C  1.39  4.95  -2.96  -0.491
C  1.96  3.42  -3.20  -0.150
C  2.38  2.77  -4.65  0.840
F  1.76  3.49  -5.79  -0.244
F  3.87  2.58  -4.81  -0.238
F  1.82  1.36  -4.66  -0.270
C  2.09  2.46  -1.87  -0.045
H  -2.25  1.12  -0.09  0.165
H  -1.58  1.55  1.62  0.093
H  -2.25  -0.26  1.21  0.212
H  0.51  0.15  -1.66  -0.362
H  2.61  -2.20  0.41  0.007
H  0.83  4.90  1.00  0.301
H  0.63  6.61  -1.30  0.245
H  1.27  5.66  -3.89  0.279
H  2.49  1.35  -2.03  0.212
O  -0.03  1.37  4.97  -0.645
H  0.51  1.54  4.19  0.328
H  -0.65  2.12  5.00  0.316
O  2.85  -0.60  -7.05  -0.653
H  2.52  -0.04  -6.33  0.313
H  2.87  0.00  -7.82  0.309
O  -2.48  3.11  3.24  -0.583
H  -1.94  3.84  3.57  0.319
H  -3.27  3.54  2.89  0.242
O  0.07  1.12  -8.23  -0.634
H  0.64  1.77  -7.80  0.301
H  0.52  0.28  -8.07  0.344
O  4.04  -1.31  -1.35  -0.498
H  4.27  -0.58  -0.75  0.264
H  4.18  -0.94  -2.23  0.268
O  -1.52  -3.71  1.83  -0.598
H  -0.56  -3.72  1.85  0.264
H  -1.75  -4.53  1.36  0.290
O  -4.45  -4.27  2.59  -0.658
H  -3.48  -4.27  2.62  0.350
H  -4.67  -5.08  2.12  0.368
O  -3.09  -5.08  5.02  -0.661
H  -2.55  -4.34  5.35  0.311
H  -3.88  -4.65  4.67  0.350
O  -5.62  -6.77  1.03  -0.662
H  -6.49  -6.74  0.61  0.352
H  -5.72  -7.44  1.72  0.301
O  -8.33  -7.07  1.09  -0.632
H  -9.03  -7.70  0.88  0.305
H  -8.70  -6.53  1.81  0.311
O  -2.34  3.70  5.94  -0.617
H  -3.04  3.06  5.74  0.355
H  -2.71  4.23  6.66  0.268
O  6.33  0.50  -4.27  -0.628
H  5.73  1.24  -4.47  0.326
H  7.05  0.91  -3.77  0.316
O  6.13  2.01  1.38  -0.676
H  5.26  2.05  0.96  0.384
H  6.03  1.34  2.07  0.309
O  4.11  -4.32  -2.62  -0.645
H  4.35  -3.59  -2.03  0.335
H  4.26  -3.95  -3.50  0.303
O  -4.43  1.13  5.84  -0.627
H  -5.22  0.76  6.26  0.297
H  -3.79  0.40  5.85  0.327

As for the total energy: -70266.1994 eV. As for the total charge: -1. The LUMO energy comes out at 0.055 hartree. As for the molar mass: 629.27 g mol⁻¹.

Formula: C9H40BMgN18O9
Source: the Open Molecules 2025 dataset
Level of theory: ωB97M-V/def2-TZVPD

Each line ends with the Mulliken charge.
Positions of all 78 atoms, in Å:
Mg  18.91  18.46  5.06  0.863
B  18.52  17.23  6.71  5.514
H  18.77  16.47  5.99  -0.716
H  17.60  17.71  6.40  0.185
H  18.44  16.78  7.69  -2.746
H  19.30  17.97  6.67  0.041
C  19.82  21.19  6.71  0.235
O  19.36  20.15  6.26  -0.278
N  19.65  22.35  6.21  -0.398
N  20.50  21.27  7.76  -0.292
H  19.26  22.45  5.28  0.228
H  20.31  23.00  6.62  0.149
H  20.96  22.16  7.91  0.206
H  20.94  20.39  8.00  0.123
C  22.18  17.22  4.76  0.434
O  21.10  17.71  4.85  -0.586
N  23.06  17.33  5.67  -0.329
N  22.68  16.61  3.73  -0.425
H  22.73  17.91  6.43  0.200
H  24.06  17.24  5.52  0.225
H  23.65  16.33  3.71  0.144
H  22.08  16.44  2.93  0.188
C  19.49  13.34  6.77  0.477
O  19.93  12.23  7.02  -0.764
N  19.76  14.35  7.50  0.228
N  18.87  13.64  5.72  -0.080
H  20.19  14.29  8.41  0.193
H  19.32  15.26  7.39  -0.321
H  18.51  14.57  5.58  -0.258
H  18.77  12.90  5.04  0.191
C  17.19  15.69  11.34  0.593
O  17.45  14.71  12.03  -0.732
N  16.08  16.30  11.61  -0.377
N  17.87  16.10  10.33  -0.081
H  15.87  17.05  10.97  0.188
H  15.45  15.84  12.26  0.218
H  18.66  15.50  10.13  0.111
H  17.43  16.58  9.56  -0.424
C  16.57  19.40  8.97  0.318
O  15.90  20.08  9.61  -0.688
N  16.16  18.64  8.07  0.268
N  17.83  19.21  9.23  0.053
H  16.84  18.13  7.52  -1.037
H  15.24  18.90  7.75  0.194
H  18.31  18.64  8.55  -0.728
H  18.25  19.85  9.88  0.225
C  16.16  20.02  4.79  0.580
O  17.15  19.32  4.80  -0.105
N  16.13  21.27  4.54  -0.418
N  14.95  19.65  4.98  -0.371
H  15.27  21.80  4.50  0.160
H  16.99  21.76  4.33  0.179
H  14.10  20.09  4.66  0.209
H  14.76  18.68  5.22  0.208
C  21.50  17.89  8.97  0.722
O  21.83  18.63  8.02  -0.973
N  22.05  18.08  10.15  -0.452
N  20.65  16.92  8.92  0.067
H  22.75  18.80  10.27  0.282
H  21.63  17.61  10.94  0.164
H  20.14  16.76  8.06  -0.646
H  20.38  16.38  9.73  0.194
C  18.00  16.50  2.80  0.550
O  18.45  17.16  3.74  -0.043
N  18.59  16.17  1.70  -0.381
N  16.76  16.02  2.75  -0.332
H  18.12  15.58  1.03  0.152
H  19.51  16.51  1.49  0.228
H  16.42  15.52  1.93  0.183
H  16.09  16.19  3.48  0.217
C  15.50  14.99  6.31  0.389
O  15.47  15.84  5.48  -0.654
N  16.26  15.06  7.33  0.074
N  14.74  13.95  6.35  -0.428
H  16.31  14.16  7.79  0.320
H  17.01  15.74  7.27  -0.255
H  14.00  13.92  5.65  0.289
H  14.65  13.42  7.20  0.158

As for the total energy: -61353.0658 eV. As for the total charge: +1. The LUMO energy comes out at -0.092 hartree. As for the molar mass: 579.65 g mol⁻¹.

Formula: C9H40O19S2
Source: the Open Molecules 2025 dataset
Level of theory: ωB97M-V/def2-TZVPD

Each line ends with the Mulliken charge.
Positions of all 70 atoms, in Å:
O  -2.87  -17.69  1.94  -0.604
S  -2.68  -16.98  3.17  1.165
O  -1.38  -16.63  3.64  -0.636
O  -3.55  -15.62  3.08  -0.236
C  -3.35  -14.65  4.12  0.753
C  -2.53  -13.48  3.62  -1.673
C  -3.57  -17.76  4.48  -0.829
H  -2.91  -15.14  4.99  0.451
H  -4.34  -14.29  4.39  -0.481
H  -1.62  -13.82  3.11  0.364
H  -2.21  -12.87  4.47  0.325
H  -3.14  -12.89  2.95  0.594
H  -3.45  -18.83  4.67  0.442
H  -4.64  -17.67  4.29  0.195
H  -3.29  -17.25  5.40  0.279
O  -6.52  -17.91  -1.58  -0.618
S  -7.03  -17.12  -0.50  1.198
O  -7.46  -15.76  -0.66  -0.598
O  -8.25  -18.00  0.13  -0.367
C  -9.03  -17.50  1.21  0.036
C  -10.48  -17.94  1.08  -1.370
C  -5.88  -17.20  0.91  -0.687
H  -8.90  -16.44  1.41  0.395
H  -8.65  -17.98  2.13  0.188
H  -11.01  -17.41  0.28  0.332
H  -10.98  -17.68  2.01  0.359
H  -10.62  -18.99  0.81  0.330
H  -6.48  -16.85  1.76  0.028
H  -5.03  -16.55  0.77  0.392
H  -5.68  -18.24  1.13  0.391
O  -11.15  -16.75  5.92  -0.609
H  -11.15  -16.63  6.87  0.277
H  -10.86  -15.90  5.57  0.339
O  -6.88  -11.36  4.96  -0.569
H  -6.49  -11.65  5.80  0.338
H  -6.45  -10.52  4.77  0.256
O  -5.00  -11.64  7.12  -0.468
H  -4.91  -10.69  7.21  0.234
H  -4.10  -11.99  7.24  0.266
O  -2.77  -13.04  8.22  -0.662
H  -3.47  -13.54  8.67  0.365
H  -2.09  -13.69  8.01  0.298
O  -8.77  -13.82  10.55  -0.599
H  -8.02  -14.44  10.55  0.301
H  -8.39  -12.95  10.75  0.377
O  -4.55  -15.29  9.38  -0.572
H  -5.10  -15.98  9.79  0.247
H  -3.70  -15.36  9.83  0.284
O  -5.00  -12.40  2.67  -0.647
H  -4.57  -12.13  3.49  0.265
H  -5.83  -12.80  2.96  0.315
O  -7.72  -11.21  10.13  -0.618
H  -7.61  -11.32  9.17  0.306
H  -7.23  -10.42  10.35  0.291
O  -7.22  -16.22  10.54  -0.618
H  -6.66  -16.58  11.23  0.276
H  -7.84  -16.93  10.33  0.282
O  -11.38  -12.83  8.20  -0.619
H  -11.45  -13.26  9.06  0.314
H  -10.62  -12.24  8.29  0.298
C  -6.58  -14.89  6.83  0.046
C  -8.06  -14.63  7.09  -0.176
O  -8.71  -14.93  5.86  -0.256
C  -7.79  -15.13  4.89  0.335
O  -8.03  -15.31  3.75  -0.478
O  -6.52  -15.03  5.40  -0.096
H  -6.44  -15.87  7.29  0.261
H  -5.93  -14.08  7.15  0.096
H  -8.33  -13.59  7.30  0.109
H  -8.43  -15.28  7.88  0.096

As for the total energy: -70553.8814 eV. As for the total charge: 0. The LUMO energy comes out at -0.033 hartree. As for the molar mass: 516.53 g mol⁻¹.

Formula: C9H42O12
Source: the Open Molecules 2025 dataset
Level of theory: ωB97M-V/def2-TZVPD

Each line ends with the Mulliken charge.
Positions of all 63 atoms, in Å:
C  2.14  0.77  -2.00  -1.087
C  1.67  1.84  -0.99  0.210
C  0.48  1.41  -0.20  -1.137
O  2.71  1.98  -0.08  -0.546
H  2.97  1.21  -2.55  0.299
H  1.34  0.55  -2.71  0.337
H  2.45  -0.14  -1.49  0.309
H  1.57  2.78  -1.54  0.322
H  0.69  0.45  0.27  0.262
H  -0.35  1.38  -0.91  0.340
H  0.33  2.04  0.68  0.342
H  2.91  1.11  0.27  0.349
C  -2.03  -2.99  8.06  -1.216
C  -0.85  -3.10  7.02  0.514
C  0.13  -1.90  7.18  -1.302
O  -0.12  -4.26  7.31  -0.565
H  -1.79  -3.05  9.12  0.331
H  -2.71  -3.82  7.87  0.311
H  -2.55  -2.03  8.04  0.341
H  -1.25  -3.24  6.01  0.244
H  1.05  -2.01  6.60  0.325
H  0.39  -1.66  8.21  0.317
H  -0.25  -0.95  6.80  0.377
H  -0.57  -5.05  7.02  0.324
C  -6.20  3.32  -2.83  -1.243
C  -7.19  2.75  -1.83  0.488
C  -8.12  3.80  -1.13  -1.173
O  -7.94  1.75  -2.50  -0.572
H  -5.53  4.06  -2.39  0.322
H  -6.78  3.80  -3.63  0.312
H  -5.56  2.56  -3.26  0.366
H  -6.61  2.21  -1.08  0.222
H  -8.47  4.47  -1.91  0.301
H  -7.60  4.43  -0.40  0.345
H  -8.97  3.26  -0.72  0.315
H  -7.36  1.05  -2.80  0.316
O  7.67  4.17  -1.67  -0.636
H  6.86  3.66  -1.73  0.315
H  8.32  3.65  -2.15  0.321
O  0.79  -4.79  -0.78  -0.638
H  0.84  -4.65  -1.72  0.323
H  1.24  -5.62  -0.64  0.315
O  6.28  1.79  -7.99  -0.640
H  7.01  1.90  -8.61  0.320
H  6.00  2.68  -7.78  0.320
O  9.20  -2.14  0.65  -0.642
H  8.27  -2.01  0.83  0.322
H  9.63  -1.91  1.47  0.319
O  -3.08  -0.23  -7.45  -0.639
H  -3.55  0.24  -8.14  0.321
H  -2.19  0.11  -7.49  0.318
O  0.50  -4.44  -5.66  -0.636
H  -0.02  -3.82  -6.17  0.318
H  1.24  -4.65  -6.23  0.320
O  -3.78  -3.19  0.05  -0.643
H  -2.87  -3.39  -0.18  0.322
H  -4.27  -3.32  -0.76  0.319
O  4.40  -2.39  2.11  -0.631
H  4.58  -2.94  2.87  0.316
H  3.63  -2.78  1.70  0.315
O  4.00  5.40  3.99  -0.637
H  3.82  4.76  3.30  0.320
H  3.45  5.12  4.73  0.317

For the energy relative to the best compared isomer or geometry (same formula, charge and spin), the calculation gives 57.9 kcal per mole. The structure (SMILES) is CC(C)O.CC(C)O.CC(C)O.O.O.O.O.O.O.O.O.O. As for the total energy: -34582.6052 eV. As for the total charge: 0. The LUMO energy comes out at 0.004 hartree. As for the molar mass: 342.42 g mol⁻¹.

Q: Look up the LUMO energy of the first one.
A: -0.171 hartree

Q: LUMO energy of number 4 (C9H40O19S2)?
A: -0.033 hartree

Q: Among the records above, which one has the lowest total charge?
A: C9H39F5InO15S